1.
Entry from OMol25: a molecular structure, C25H27F3N5O4SSbSe4Tc at a distorted geometry (ωB97M-V/def2-TZVPD).

LUMO (spin up / spin down) = -0.2092 / -0.2093 hartree
Strongest force on any atom = 1.1 eV/A
HOMO-LUMO gap (spin up / spin down) = 5.1489 / 5.1472 eV
E = -331106.1676 eV

Geometry as ORCA input:
```
! wB97M-V def2-TZVPD RIJCOSX def2/J DEFGRID3
* xyz 1 1
Se 2.1080 0.2544 -0.9836
H 0.0279 -4.7062 -0.2872
H -3.9732 -3.9066 3.7308
O 0.2482 -6.2576 3.6215
C 2.1090 -5.2852 -1.5661
C 0.5170 -3.4172 -1.8200
H -2.1758 2.8054 3.6049
H -1.8164 3.8757 2.2541
H 1.1066 2.8544 -2.4377
H 1.5193 -6.1329 -1.9203
O -2.1715 -0.2107 1.0583
H -0.0365 1.5864 3.2513
H 1.7014 4.9774 -3.5258
O 0.9641 -5.5395 1.7204
Se 3.3460 -0.9664 -2.4711
F -0.4885 2.0130 -3.4845
F 1.1176 0.6533 -3.9499
C -2.5424 1.9468 -1.1192
N 0.2146 -5.4972 2.6900
H -1.0598 1.4801 1.8454
H 1.6274 3.4332 3.4013
C -1.4598 -1.1856 0.9383
Sb 4.7885 -0.4069 0.7869
H 3.1479 -5.4319 -1.8528
N 1.6475 -4.0381 -2.1433
C -0.8408 -4.4698 2.6634
C 2.7554 4.0213 0.2819
C -3.9539 2.1355 -1.3003
C -0.0953 0.7163 -3.3703
C -3.2741 0.1633 -2.1253
C 1.8531 3.4900 -1.9655
H 2.0710 -5.2434 -0.4769
C 0.7403 2.7237 0.2214
H -1.0717 -3.4073 -0.6146
C 1.7750 3.3801 -0.4673
H 0.3374 -3.1801 1.4217
C 0.6626 2.7529 1.6250
H 2.8365 3.1326 -2.3005
H -4.5235 2.9967 -1.0023
H -0.8080 3.9142 3.6863
C -1.6357 -2.4066 1.7885
H 2.3886 5.6000 -2.0288
O -0.5053 -1.3065 0.0409
H -5.4152 0.7984 -2.2343
C -3.0341 -3.7503 3.2222
C 1.6420 4.9245 -2.4407
H -2.1533 -5.6000 3.9212
C 2.7111 4.0386 1.6633
H 3.4833 4.5406 2.2269
C -2.0276 -4.7006 3.3365
C -1.5262 2.6115 -0.5220
N -0.2880 2.0102 -0.5270
H -3.6224 -1.8717 2.3541
C -0.4682 2.1703 2.4320
Tc -0.1869 0.2118 -1.2591
S 0.0178 -2.0512 -2.7483
H 2.1171 -3.6676 -2.9522
C 1.6712 3.4127 2.3202
N -0.2537 -3.9344 -0.8746
Se 5.4096 -0.1440 -1.7378
C -2.8420 -2.6132 2.4513
C -1.3677 3.2522 3.0276
H 3.5606 4.5213 -0.2382
C -0.6107 -3.3344 1.9097
Se 5.7677 1.4189 1.7782
H -3.2436 -0.8031 -2.6055
F -0.9405 0.0559 -4.1724
N -2.1874 0.7153 -1.6508
C -4.4087 1.0152 -1.9255
H -1.6447 3.5693 -0.0361
H 0.6613 5.2928 -2.1376
*
```


2.
Entry from OMol25: a molecular structure, C26H36Br2N7O5P2SeSn at a distorted geometry (ωB97M-V/def2-TZVPD).

LUMO (spin up / spin down) = -0.4368 / -0.4298 hartree
Strongest force on any atom = 2.6 eV/A
HOMO-LUMO gap (spin up / spin down) = 3.3750 / 3.5659 eV
E = -278032.2530 eV

Geometry as ORCA input:
```
! wB97M-V def2-TZVPD RIJCOSX def2/J DEFGRID3
* xyz 3 1
C -3.9627 -2.6494 -1.3422
N 2.0666 -3.5127 0.8141
C 3.0832 -1.8901 -1.6843
C 5.3322 2.9810 3.3786
C 6.1641 2.9014 1.0908
Br -0.7158 8.4845 1.0492
H -2.6887 -1.8361 3.5160
H -3.9659 -2.4872 -2.4243
C -5.1486 1.8724 -3.2769
H -4.1231 -1.6989 -0.8419
C 2.3232 -4.8089 0.2359
H 1.2726 -2.0354 -3.5614
H 0.7975 -0.6990 -2.4824
C -4.3520 1.5030 -4.3377
N -2.7039 -3.2145 -0.9261
O -1.7092 -0.9066 -0.2059
H -0.1470 -2.2148 -2.5072
H -1.0340 -1.4307 3.0088
C 2.4796 -3.3118 2.1811
O 1.5815 1.8718 1.9507
N -2.7036 1.9559 -0.5927
H 3.1245 -0.7975 -1.5999
O 2.2827 1.8138 -0.1265
H -3.0095 -4.0694 2.9247
C 2.4928 1.9999 1.1007
O -0.3084 -3.0879 -0.1568
C -2.0634 -1.5845 2.6600
H 0.3906 4.1576 -1.2495
C -2.9742 1.2628 -4.1707
H -2.4134 -0.6511 2.2155
C -4.5529 2.0086 -2.0087
H -2.3961 0.9764 -5.0349
H -1.2978 1.2160 -2.8094
H -3.1940 -5.2506 -1.0547
H 0.3566 6.6489 -1.0649
N -5.1820 2.3595 -0.8938
Sn -0.0629 1.2189 0.2762
C 0.8562 -1.7983 -2.5819
C 3.8569 2.4003 1.5649
H 3.6953 -2.3219 -0.8949
H 1.7559 -5.5882 0.7526
C -1.1163 5.7573 1.8546
C -2.3591 1.3913 -2.9491
C -2.2114 -3.9990 2.1823
H 5.5125 3.1501 4.4293
H 3.3825 -5.0602 0.3262
H -1.5582 6.1682 2.7487
H 3.4860 -2.1840 -2.6539
N 1.7171 -2.3701 -1.5759
C -0.0479 6.0288 -0.2809
H -2.4142 -4.5656 -2.4810
N -2.1359 -2.6444 1.6806
H 3.5627 -3.4316 2.2691
C 4.9041 2.5569 0.6526
H 6.9807 3.0083 0.3969
Br 8.0976 3.6257 3.0730
C -0.0266 4.6485 -0.3778
P -1.7354 -2.3415 0.0978
H -1.2734 -4.2971 2.6607
C 6.3757 3.1174 2.4569
H -6.2021 2.0666 -3.3900
H -4.7855 -3.3274 -1.1036
H 2.0128 -4.0472 2.8446
H 2.2101 -2.3061 2.4933
H -1.4053 3.6998 2.4067
H 3.2546 2.5123 3.6185
O 1.0353 -1.1061 0.7049
P 1.1569 -2.3990 0.0011
H 2.0439 -4.8010 -0.8140
C -3.1392 1.7739 -1.8366
C -2.4227 -4.5492 -1.3869
C -1.0327 4.3901 1.6574
Se -4.0812 2.4388 0.4244
H -2.4251 -4.6846 1.3657
C 4.0790 2.6274 2.9290
C -0.6139 6.5913 0.8595
H -4.7891 1.3995 -5.3191
H 4.7197 2.4043 -0.3984
H -1.4538 -4.8733 -1.0225
N -0.5052 3.8437 0.5654
*
```


3.
Entry from OMol25: 7 unconnected molecules or ions with the total composition C28H76N6O9 at a distorted geometry (ωB97M-V/def2-TZVPD).

LUMO = 0.0241 hartree
Strongest force on any atom = 2.5 eV/A
HOMO-LUMO gap = 9.1376 eV
SMILES = COC[C@H](C)N.COC[C@H](C)N.COC[C@H](C)N.COC[C@H](C)N.COCCNCCOC.COCCNCCOC.O
E = -57631.4276 eV

Geometry as ORCA input:
```
! wB97M-V def2-TZVPD RIJCOSX def2/J DEFGRID3
* xyz 0 1
H 1.6254 3.0589 -2.6381
H 0.3538 0.3877 -0.9421
H -6.0209 2.4842 5.0576
H 1.2049 2.5502 -4.9372
H 2.6046 3.9732 -0.2903
H 1.6456 -5.5845 -1.2669
H 2.8693 -3.4376 0.5993
H -5.7153 -0.5194 3.9795
H -1.0669 -4.7144 1.2106
N 2.9113 -1.0472 -1.4623
H -4.0625 2.5434 2.7814
O -0.9703 0.2233 3.9402
N 3.0419 3.5787 0.5365
C -3.9907 0.7691 3.7958
H -0.9997 5.9762 -0.2679
C -1.5350 2.0348 -2.0572
H 2.2728 -0.6406 -2.1383
O -6.3506 1.3301 3.3114
H 3.0251 -5.9300 -0.1012
H 0.3308 -1.2295 4.6383
H -1.4542 0.3833 1.9165
C -2.1422 -4.8434 1.2278
C -2.8175 4.5864 -4.4805
H -3.8705 4.4231 -4.7238
C 1.4622 -7.3210 0.0568
H 0.6133 -0.6476 3.0562
O 1.6550 0.6959 -3.9256
H 3.6470 2.1237 2.4452
H 3.6019 -1.6469 -1.9178
H 5.1462 0.1859 -2.2722
H -3.3634 3.1948 -2.3437
H 0.1687 2.6760 -1.0006
O 0.2503 4.4867 0.4516
C 5.7679 2.7914 -1.7451
O -2.7764 -3.6796 0.7390
C -2.2948 3.2948 -2.5946
C -2.8633 -2.1862 -1.1619
H -1.8044 4.1893 -2.2495
H -3.1791 -1.1596 0.6173
H 5.1249 3.2461 -2.4933
H -2.1624 -2.5922 -3.1631
C 2.6887 2.6181 2.6600
H 0.9328 -1.0037 -0.4981
H -0.8112 -1.7325 3.4575
C -2.1441 2.1736 3.0326
H -1.5816 1.1905 -2.7430
H -1.7457 -0.8690 -0.0959
H 4.6205 0.3119 1.1856
H -2.3692 4.8850 -5.4196
C -5.3594 0.3072 3.3440
O 1.3542 -4.9258 0.6426
C 1.5096 -7.5921 1.5674
N -3.5071 1.7044 2.8411
H -0.1606 1.4374 2.5367
O -2.1603 3.4099 -3.9831
H 2.0530 1.9016 3.2055
H -2.0569 1.7364 -1.1458
H -0.1994 1.5201 -4.6829
C 0.9435 4.1563 1.6318
H -1.1951 -1.3832 -2.3243
N 2.2835 -8.2622 -0.6902
H -2.7678 -0.8798 -2.8523
H 3.7524 2.8830 0.2681
H 1.8121 -3.2811 -0.6102
H -1.1521 -3.3486 -0.5753
N -0.0425 2.1574 -1.8500
C 4.4353 0.8133 -1.7121
H -3.9648 1.1032 4.8348
C -1.1361 1.0018 2.7743
H 6.7439 2.5369 -2.1895
C -0.5994 5.6379 0.6789
C 3.5665 0.0406 -0.7355
O 5.1571 1.7693 -0.9884
H 1.5018 4.9165 2.1279
H 2.2270 0.3521 -5.8942
H 0.1676 3.5981 -3.3858
C -6.7341 1.8121 4.5794
C -2.2445 -3.4391 -0.5649
H 1.1858 -8.5914 1.7792
H 2.7426 0.7302 -0.5108
O 0.5179 -0.1804 -0.1252
H 2.4664 -0.9603 -4.8021
H 1.9563 -9.2223 -0.6064
C 1.7943 -0.1384 -5.0076
H 2.9686 3.4266 3.3420
C 0.6375 2.6980 -2.9587
H 2.5469 -7.4369 1.8619
N -2.7351 -1.0235 -0.2976
C 1.8083 -3.6140 0.4249
H -0.1152 6.4163 1.2617
H -3.3464 -0.1098 3.7817
H -7.0714 0.9854 5.1948
H 0.2755 3.8444 2.4369
H 5.9604 3.6241 -1.0643
H -2.3943 -5.7347 0.6249
C -0.1912 -0.9005 3.7327
H 0.8093 -0.5094 -5.3192
C 1.9255 -5.8745 -0.2442
H 1.2190 -2.9197 1.0130
C -2.2153 -1.7586 -2.4773
H 3.5103 -1.0554 1.1449
H 0.4267 -7.3993 -0.3096
H -2.6668 5.4849 -3.9156
H 3.2270 -8.2426 -0.2915
H -7.6528 2.4098 4.4715
C 4.2089 -0.4673 0.5547
H -3.9285 -2.4158 -1.2625
H 3.7996 1.3090 -2.4751
H -5.2695 -0.1279 2.3536
C 1.9697 3.0455 1.3750
C 0.7772 1.8168 -4.2134
H 1.4421 2.2091 0.8919
H -2.4230 -5.1096 2.2432
H -1.5125 5.3397 1.2229
H -2.4686 -4.2845 -1.2191
H 0.9631 -6.8374 2.1265
H 5.0810 -1.0929 0.3592
H -2.0044 2.9170 2.2388
H -1.9254 2.4853 4.0495
*
```


4.
Entry from OMol25: 2 unconnected molecules or ions with the total composition CClO4P at a distorted geometry (ωB97M-V/def2-TZVPD).

LUMO = 0.2532 hartree
Strongest force on any atom = 2.5 eV/A
HOMO-LUMO gap = 8.1796 eV
E = -31040.8013 eV

Geometry as ORCA input:
```
! wB97M-V def2-TZVPD RIJCOSX def2/J DEFGRID3
* xyz -2 1
O 2.1653 -0.5253 -0.5024
O 0.1527 -1.8580 -0.7477
O -1.4141 0.8587 0.3694
Cl -1.5411 1.1345 3.3184
O 0.1907 0.3382 -1.9793
C -0.3200 0.5961 0.4651
P 0.7665 -0.5442 -0.9234
*
```


5.
Entry from OMol25: 10 unconnected molecules or ions with the total composition C59H140N10O10 at a distorted geometry (ωB97M-V/def2-TZVPD).

LUMO = -0.8361 hartree
Strongest force on any atom = 9.8 eV/A
HOMO-LUMO gap = 3.9231 eV
E = -98676.6740 eV

Geometry as ORCA input:
```
! wB97M-V def2-TZVPD RIJCOSX def2/J DEFGRID3
* xyz 10 1
C 14.5260 11.5493 15.1018
C 16.3386 15.7761 18.0724
H 16.0664 18.8211 16.3609
H 12.7981 12.1971 19.6764
O 9.7242 19.4288 20.2908
H 20.5541 17.5973 15.2369
H 14.3335 14.5945 12.3838
N 15.5382 22.2525 18.9927
C 22.1969 16.2276 11.2236
H 15.1362 20.9392 21.5950
H 12.3031 16.6625 19.3375
H 8.7629 18.1579 21.5733
H 13.3675 15.1158 11.0058
H 22.2072 17.6542 15.0217
H 22.3232 18.6806 22.6483
C 21.4265 16.6949 20.8488
H 17.7603 19.1466 22.9455
C 13.0923 21.9820 18.8980
H 20.9267 17.5772 23.9432
C 15.3005 23.8204 21.4789
H 19.6174 20.7759 14.4777
H 23.0426 9.9230 21.3187
H 13.2310 21.0206 18.4035
H 9.9872 15.8976 16.1614
O 21.4819 12.5427 21.2827
H 11.0952 13.7233 10.9694
H 16.0090 24.4619 15.5313
C 19.6397 11.1823 20.1206
C 17.6497 21.8743 20.2571
C 16.3751 22.5061 14.8303
H 14.2878 10.5100 14.8753
H 21.2098 19.0716 14.4688
H 11.2260 17.5553 21.5193
H 16.1129 17.9403 18.7455
H 17.8748 18.0950 15.1726
C 10.3712 17.7065 15.1671
H 17.9922 22.7144 17.8404
C 19.0086 12.5745 19.7926
H 20.0724 19.6575 20.8936
H 9.0885 21.2649 19.5020
H 11.1451 15.3176 21.1325
O 15.7378 21.3666 17.8976
H 16.6744 21.9365 12.7035
H 11.6862 18.3151 19.0829
H 21.7819 8.7711 20.6143
H 14.7653 18.3499 15.3580
H 17.8761 8.5778 21.5567
H 9.2141 14.5042 14.1957
H 14.9017 14.4830 10.6929
H 16.9111 24.1929 17.7957
H 15.0652 24.6301 22.1697
H 22.6786 10.9545 23.4558
H 17.9038 16.6815 19.1594
H 14.7349 12.1199 14.1969
H 17.3478 17.6043 22.4224
H 7.9046 19.9768 19.4569
C 11.8926 11.9243 19.1344
O 18.5482 22.1958 13.3845
H 12.5236 16.1560 15.4190
H 17.2917 21.6725 21.2667
O 19.9675 17.3483 12.6821
H 14.7475 16.2826 14.0285
H 17.4804 20.9698 19.6729
H 19.0455 22.0426 15.5048
C 14.0515 14.3450 11.3609
H 14.4251 22.3206 13.7865
H 10.9561 18.0427 16.0232
H 17.3162 24.5858 20.9365
C 14.0542 23.4139 20.7074
N 16.9775 16.1398 16.7485
C 21.1128 10.1534 22.1849
C 16.2378 16.8556 15.5678
H 16.8641 22.3401 15.7902
C 13.0875 12.5657 10.0548
O 13.4295 12.1273 15.7969
H 11.8498 13.2918 17.4331
N 20.6778 11.3683 21.2505
H 23.1721 17.2824 12.8025
H 14.6806 15.1356 15.3196
H 15.4406 11.5665 15.6945
H 19.3507 16.7305 24.0658
H 19.1772 9.8088 23.2413
H 10.2571 10.8511 17.2527
C 21.6393 10.6479 23.5741
H 17.8624 16.7550 14.1617
C 9.3049 18.1090 20.6288
C 14.3709 20.9251 20.8190
H 13.9780 11.5718 17.6934
H 20.6249 9.4547 18.9661
H 15.0798 14.2150 19.0542
C 17.5552 23.5468 18.3921
H 21.0114 11.3637 24.1046
H 21.1047 11.0550 18.6533
H 8.9236 18.1330 17.2550
H 16.0974 15.1593 14.3212
H 9.6620 15.6733 21.7367
C 15.3599 15.8073 14.7948
C 22.1304 15.9065 21.9741
H 13.0542 10.4309 16.8668
H 19.3031 8.3016 20.6230
C 14.8838 22.1349 14.7577
H 16.1221 24.2832 13.8326
N 10.2811 15.8079 20.9501
H 13.7365 24.2905 20.1427
H 20.3893 22.3848 14.5488
H 22.1120 16.4615 22.9120
N 16.4819 24.0405 14.7446
C 15.5090 17.0673 18.4980
H 11.7216 14.5264 15.4956
H 20.3847 20.1600 22.5257
H 16.0585 24.8821 19.8242
H 21.7921 18.5952 19.7821
C 21.3111 15.9861 19.4618
H 14.5332 14.5472 17.4864
H 14.8026 21.0489 14.8047
C 22.1552 18.0875 20.6757
C 22.1505 9.3183 21.4819
C 21.8809 19.1010 21.7451
H 12.0573 10.3323 8.6923
H 22.3949 20.0112 21.4364
C 19.5831 18.0526 22.3454
O 9.0330 18.1261 15.2653
H 17.7744 10.1854 19.8146
H 14.9204 16.9561 19.4087
C 19.8070 9.3195 22.4983
C 17.1894 21.8023 13.6547
N 19.9742 16.9231 21.3700
C 11.9190 12.2228 17.6346
H 13.8319 16.8108 17.1906
H 14.1398 18.5060 17.7414
C 10.6216 17.2417 20.6681
H 20.9622 16.6723 18.6901
H 22.5248 8.4646 22.0468
C 18.4653 10.3560 20.6402
H 13.4286 20.7345 21.3326
H 17.9223 10.9737 21.3554
C 15.4493 14.5244 18.0766
H 22.2180 15.5787 19.0152
H 10.3654 10.5316 9.1809
N 9.3073 15.5097 14.2147
H 17.7668 18.7462 21.1852
C 11.4131 17.2918 19.3407
N 10.6727 12.8321 10.7516
C 19.8497 17.6622 23.7991
H 23.2322 17.9992 20.5334
C 14.2815 22.1094 19.8382
H 16.7260 17.9839 13.6950
C 20.3598 19.2846 21.8767
H 15.6308 22.9792 22.0883
N 10.5875 11.7716 17.0003
O 13.5260 12.9720 11.3390
H 23.1702 15.6426 21.7810
H 11.1676 11.7689 8.1655
H 12.8474 13.4519 9.4673
H 18.7097 22.1282 20.2559
H 16.9276 15.5690 20.1055
H 11.8998 15.3993 13.9312
C 17.1864 17.5105 14.5621
H 9.9685 13.0656 10.0663
C 14.5850 17.5663 17.4145
C 19.4399 21.8510 14.5069
H 14.5597 20.0017 20.2715
C 16.8151 22.9381 19.5555
C 15.4176 17.9722 16.1454
H 10.4736 11.8823 16.0029
H 17.1685 20.7344 13.8720
H 21.4795 16.4896 10.4458
H 22.6163 18.2183 11.8016
C 13.1224 11.5078 17.0212
C 8.7265 20.3897 20.0417
H 21.9971 15.2988 11.7578
H 18.4423 24.1389 18.6171
H 9.8347 12.3241 17.3851
H 13.2325 23.2970 21.4139
H 9.2829 19.8333 16.5071
H 18.2729 12.5672 18.9885
H 21.6937 14.9683 22.3164
C 16.4336 24.1158 20.5026
C 11.7347 11.8369 10.2696
C 18.0382 18.4143 22.1874
N 22.3391 17.3494 12.2353
C 21.0720 17.5246 13.1323
H 23.1566 16.3130 10.7138
C 20.2194 10.4633 18.8860
C 18.8429 9.0148 21.3069
H 9.4472 15.8802 13.2856
O 19.1374 15.7937 21.6350
C 17.3909 15.7202 19.1306
H 21.7521 9.7974 24.2465
H 11.7351 10.8711 19.3671
H 19.5035 18.4249 24.4966
H 11.8988 11.0897 11.0460
H 8.3723 15.8669 14.3495
H 18.5503 13.1331 20.6087
H 19.7433 13.3005 19.4446
H 14.2577 22.5263 15.5594
C 11.7567 15.5001 15.0070
H 18.1280 14.9290 18.9940
H 10.6657 17.1198 18.5661
H 17.4779 24.1988 14.7998
C 21.2908 17.9865 14.5342
H 13.7983 11.8415 9.6569
H 10.8687 18.0241 14.2507
C 11.2984 11.0591 8.9823
H 11.0321 12.3901 19.6148
H 13.1091 22.7975 18.1751
H 9.8592 15.4011 20.1275
H 7.7441 19.2705 16.3243
H 20.5252 15.2350 19.3818
H 8.3444 20.7995 20.9766
H 10.2180 12.3178 11.4924
H 16.0196 13.6133 17.8958
O 18.0823 15.4922 16.3744
H 12.1556 22.0152 19.4544
H 20.0103 8.2940 22.8067
H 19.5251 10.5887 18.0551
C 10.3601 16.1322 15.1644
H 8.5744 17.8434 19.8647
C 8.7503 18.8826 16.4828
*
```


- What is the formula in the fourth record?
  CClO4P


- The lowest E belongs to which entry?
  C25H27F3N5O4SSbSe4Tc


- The lowest E belongs to which entry?
  C25H27F3N5O4SSbSe4Tc


- Which value of E does entry 4 give?
  -31040.8013 eV